This record from the OMol25 dataset describes a 8-piece molecular cluster, C33H64Cl11N3O7 overall in a non-equilibrium geometry. The level of theory is ωB97M-V with the def2-TZVPD basis set.

Spin multiplicity = 4
Expectation value of S² = 3.76
Gap between HOMO and LUMO (spin up / spin down) = 8.595 / 9.238 eV
HOMO level (spin up / spin down) = -6.624 / -7.633 eV
F_max = 0.0999 hartree/bohr
Energy = -7048.43258 Ha
Charge = -1

```
118
Properties=species:S:1:pos:R:3:forces:R:3:lowdin_charge:R:1
H -1.96130 2.25836 -1.63636 -0.127 0.213 0.289 0.04
Cl -0.62024 -0.77338 5.80228 -0.637 -0.143 0.067 0.56
Cl -2.76844 1.11914 6.21606 -0.111 -0.427 -0.152 0.52
H 3.45260 2.67678 4.90948 -0.228 0.228 -0.135 0.08
H -3.86820 -0.42265 -3.38548 -0.505 -0.910 -0.174 0.05
H -0.41030 1.41150 -3.14391 0.126 -0.329 0.307 0.04
H -1.88196 -5.36667 -1.50575 0.238 0.285 0.226 0.11
C 2.99110 1.94672 5.57925 2.425 0.108 -1.028 -0.05
H 1.42011 -3.56921 -4.62232 -0.496 -0.518 -0.028 0.09
H -2.62105 -5.22587 -3.04124 0.286 -0.147 -0.289 0.09
H 4.17018 -0.24349 1.76014 -0.203 0.489 0.242 0.11
H -4.17687 -2.46586 -5.04292 0.057 0.004 -0.061 0.09
H 3.25919 4.51853 -0.76378 -0.207 0.043 0.148 0.08
O -1.54211 2.52731 1.27084 0.031 0.563 -0.849 -0.36
H 2.41800 1.30977 2.97343 0.735 0.258 0.210 0.10
H 0.10726 -3.89461 -2.29529 -0.329 0.347 0.203 0.12
H 3.61786 2.00335 6.46942 -0.461 0.045 0.331 0.08
H 1.90518 -1.07339 5.64052 0.542 -0.642 0.018 0.01
N 2.40207 2.20578 -2.36274 0.632 3.315 -2.182 -0.04
C 1.99674 2.71765 -1.01754 -0.200 0.334 2.487 -0.46
H 0.80546 -0.37541 0.11683 0.211 -0.348 -0.197 0.11
Cl -3.27085 -1.72775 6.65737 0.028 -0.024 0.046 0.52
O -1.18731 0.57375 2.39067 0.586 -1.779 0.071 -0.35
C 2.37811 -0.79080 2.87522 -0.088 0.670 0.985 -0.17
H -2.65252 -0.66704 4.65042 -0.119 0.150 0.161 -0.05
Cl -2.84988 6.53495 -0.36074 -0.054 0.028 0.034 0.52
H 2.59944 -0.68138 -1.71710 0.468 0.728 0.401 0.13
H -1.89930 5.16830 1.26319 -0.364 -0.664 -0.190 0.05
C 4.75840 -2.30016 4.47220 -0.550 0.070 0.214 -0.03
H 0.61949 -2.21041 -5.41155 0.083 0.141 0.082 0.08
H 6.36007 -1.75791 2.28635 -0.365 0.128 -0.208 0.08
Cl -2.02796 3.74363 -3.46479 0.005 -0.089 -0.068 0.58
Cl -2.14229 1.26226 1.59516 -1.526 2.403 1.516 0.62
Cl -3.58813 -2.67177 3.16218 0.031 0.388 0.244 0.51
H -3.87175 -3.75581 -1.73551 0.080 0.049 0.381 0.08
C -4.07673 4.70994 1.32467 0.992 0.198 0.380 -0.65
H 2.12582 -0.04512 6.95333 0.204 1.035 -0.289 0.07
H -3.17852 1.04383 -3.22156 -0.274 0.384 0.019 0.03
C 2.75282 0.37268 -3.99999 0.194 0.659 -1.354 -0.05
H 4.03569 2.97004 -0.52018 0.262 0.134 -0.120 0.08
H 3.07612 3.53274 0.75621 -0.708 0.260 -0.044 0.08
H 0.07302 2.99325 -1.62670 -0.943 0.395 0.557 0.03
H -0.49554 -4.73452 -5.80360 0.091 -0.399 0.307 0.08
H -3.94777 -4.05393 -4.32137 -0.575 -0.147 -0.241 0.06
H 2.66074 1.05942 0.28852 0.450 0.414 -0.041 0.10
C 3.11451 3.52917 -0.33269 1.266 -0.945 -1.034 -0.04
H 0.92831 -2.22225 -3.65181 -0.093 0.175 -0.223 0.05
O -2.57929 0.59471 0.40093 0.565 -0.989 -0.645 -0.37
Cl -4.98320 -2.98370 0.76349 -0.438 0.698 -0.155 0.53
H 5.39720 -2.28144 5.35522 0.209 0.149 -0.143 0.09
C 4.83671 -1.00066 3.66530 0.211 -0.413 -1.237 -0.50
H -4.27222 1.30027 -1.82210 0.283 0.051 0.081 0.07
H 0.55240 2.13987 -4.35188 0.463 0.139 0.159 0.08
H -4.66455 -1.53685 -2.16861 -0.200 0.148 -0.323 0.08
H 1.01872 -0.95845 -2.14123 -0.051 0.228 -1.183 0.10
H -0.03905 0.76423 -0.80919 -0.168 -0.371 -0.821 0.10
H -3.20808 -0.71677 -1.81551 0.473 -0.207 -0.047 0.07
C -2.40183 -0.54492 5.70087 0.735 0.590 -0.159 -1.52
H 2.67604 0.94688 -4.92577 -0.107 0.041 -0.069 0.08
H 0.26758 0.45613 -4.47129 0.024 -0.340 0.348 0.07
C -0.64857 -4.25052 -2.99519 -1.496 -1.614 0.775 -0.13
C 0.63217 -2.82453 -4.51123 -1.134 0.707 -0.155 -0.03
C 3.82814 -0.96044 2.50935 -0.049 -0.938 -0.557 -0.16
C 2.20888 0.50074 3.67947 0.799 0.175 -0.236 -0.13
H -4.13845 4.29244 2.32792 0.424 -0.070 -0.065 0.06
H 3.74380 -2.44836 4.84234 -0.012 -0.166 -0.105 0.07
C 1.79044 0.95991 -2.96949 0.822 -0.360 -0.319 -0.44
N 4.57087 0.17324 4.50469 2.025 1.584 3.277 -0.08
C -1.35221 -4.22716 -5.35224 0.884 0.065 -1.651 -0.04
C -3.72534 1.77947 -2.63161 -0.600 -0.587 -1.339 -0.65
C 0.48413 1.23775 -3.74221 -0.236 0.522 -0.010 -0.02
C 6.21937 -0.92360 2.97307 0.187 0.324 1.152 -0.04
H 2.06489 -1.61006 3.52579 -0.143 -0.315 -0.316 0.10
C -2.01078 -4.66509 -2.33013 0.143 0.942 -0.374 -0.16
O -3.34209 1.50121 2.39216 0.344 -0.339 -0.114 -0.38
C -3.73987 -1.20316 -2.63736 1.402 -0.071 0.419 -0.05
H 1.94794 2.21559 5.72574 0.042 -0.408 0.138 0.09
H 3.84554 -1.89274 1.93824 0.531 -0.315 0.232 0.12
H 1.81227 -0.80613 1.94459 -0.378 0.083 0.272 0.09
H -3.95040 3.88109 0.63153 -0.300 0.134 -0.082 0.04
H -3.87634 -1.01391 1.55018 -0.513 0.254 -0.117 -0.02
H 0.37159 3.96435 -0.08520 0.071 -0.199 -0.085 0.09
C 0.74348 3.63446 -1.05121 0.622 -1.442 -2.216 -0.01
H -0.30119 -5.23315 -3.32180 0.589 0.202 -0.375 0.12
O -1.76444 -1.17465 -4.84019 -0.065 -3.806 3.097 -0.04
Cl -5.02342 2.45943 -3.71960 0.354 -0.165 0.364 0.51
H -2.79756 6.38803 2.01696 -0.564 0.263 -0.191 0.06
H -2.43204 -2.85723 -1.15858 0.002 -0.134 0.145 0.11
N -1.77237 -2.24696 -3.93909 -0.197 3.159 -2.270 -0.04
H 3.82631 0.38599 -3.81161 -0.126 -0.096 0.770 0.09
H 2.42018 -0.63586 -4.24759 0.113 -0.030 0.127 0.06
C -0.81331 -3.36225 -4.22314 0.563 -0.239 0.458 -0.48
Cl -5.96744 -1.02797 2.78181 0.433 -0.086 -0.514 0.55
H 1.17729 0.76974 3.91064 -0.063 -0.631 0.640 0.09
H 0.95807 4.42786 -1.76793 0.005 0.401 0.394 0.08
C -3.04839 -2.48630 -3.19731 -1.726 0.727 0.911 -0.43
H 6.33588 0.04166 2.48131 0.018 -0.112 -0.183 0.09
O 2.83469 3.21582 -3.25161 -1.582 -3.835 3.029 -0.05
C -4.20265 -3.01580 -4.10092 1.573 -0.695 -1.163 -0.03
C -4.56654 -1.73837 1.97750 0.472 -1.135 0.507 -1.46
H 5.02402 -3.15224 3.84635 0.050 0.044 -0.036 0.09
O 5.54597 0.47421 5.40798 -2.487 -0.775 -2.367 -0.04
H -2.09970 -4.98697 -5.13291 -0.036 0.257 0.349 0.07
C 1.72424 1.51355 -0.04977 0.531 -0.425 -0.065 -0.15
C 3.18854 0.54514 4.95256 -2.855 0.163 -0.196 -0.41
H -3.29596 3.49560 -1.52765 0.450 0.046 0.249 0.05
H -1.67478 -3.63904 -6.21324 -0.435 0.320 0.295 0.09
C -2.76741 2.77719 -2.15331 0.020 1.276 0.491 -0.65
C 0.96976 0.36724 -0.66593 -0.270 1.155 1.301 -0.20
H -5.22011 -2.91880 -3.72904 0.293 -0.088 0.526 0.09
C 2.66266 -0.42426 6.08289 0.233 -0.595 -0.678 -0.06
C -2.85493 -3.44480 -1.97394 0.368 0.313 -0.967 -0.15
H 1.18756 1.76756 0.86575 0.053 0.790 -0.139 0.11
Cl -5.68043 5.48179 1.12726 0.255 0.114 -0.275 0.51
H 7.02497 -1.02275 3.70177 -0.046 0.165 0.130 0.08
H 3.52055 -0.94421 6.50810 -0.185 -0.389 -0.145 0.07
C 1.67700 -0.12227 -1.88396 -1.689 -0.812 0.017 -0.14
C -2.86414 5.66979 1.20006 -0.344 -0.171 0.418 -0.63
```
Positions in Å, forces in eV/Å.

This record from the OMol25 dataset describes C2H11BeN6 as an isolated structure in a non-equilibrium geometry. The level of theory is ωB97M-V with the def2-TZVPD basis set.

Spin multiplicity = 1
Gap between HOMO and LUMO (spin up / spin down) = 4.917 / 2.881 eV
HOMO level (spin up / spin down) = -1.514 / 0.222 eV
F_max = 0.0808 hartree/bohr
Energy relative to the best compared isomer or geometry (same formula, charge and spin) = 245.4 kJ/mol
Energy = -425.87293 Ha
Charge = -1

```
20
Properties=species:S:1:pos:R:3:forces:R:3:lowdin_charge:R:1
N 0.14038 -0.23035 3.39978 -1.155 -1.243 0.320 -0.35
H -0.38840 1.48612 -1.94606 -0.582 -1.968 1.201 0.06
H -1.08294 1.57492 -0.35590 -1.334 0.267 0.092 0.01
N 0.38741 -0.35902 1.27724 0.883 -1.596 -1.188 -0.13
N -0.17190 0.38989 2.22694 -0.735 1.662 0.062 -0.06
H 1.74634 -1.84709 -1.34111 -0.030 0.117 -0.022 0.01
H -1.98862 1.00448 -1.92134 -0.979 -0.423 0.213 0.00
H 0.26006 -2.41222 -0.96397 -0.309 -0.106 0.127 0.03
C 1.10816 -1.33209 1.91124 -0.705 1.830 0.498 -0.30
N 0.75218 -1.66658 -1.44463 -0.135 0.213 0.816 0.02
H -0.44840 1.23939 4.60445 -0.193 -0.354 -0.004 0.05
H -0.93730 -0.09200 -0.79291 -1.074 0.053 -0.958 0.00
N 0.32577 0.59999 4.50817 1.086 1.719 -0.052 0.02
H 1.73887 -2.02486 1.41106 0.266 -0.393 -0.332 0.07
N 1.06216 -1.23196 3.23866 0.394 -0.472 -1.000 0.02
H 0.54383 -1.75226 -2.41654 -0.324 0.058 -1.008 -0.01
Be 0.69185 0.15672 -0.66396 0.951 -2.560 1.404 -0.30
H 2.02716 -0.08364 -0.50448 0.629 1.726 -0.380 -0.05
C -1.19380 0.90784 -1.21648 3.611 2.051 -0.008 -0.13
H 0.53686 0.08605 5.33664 -0.266 -0.579 0.219 0.05
```
Positions in Å, forces in eV/Å.

This record from the OMol25 dataset describes a 5-piece molecular cluster, C2H15N2O4 overall in a non-equilibrium geometry. The level of theory is ωB97M-V with the def2-TZVPD basis set.

Spin multiplicity = 2
Expectation value of S² = 0.75
Gap between HOMO and LUMO (spin up / spin down) = 3.244 / 9.266 eV
HOMO level (spin up / spin down) = -2.976 / -9.176 eV
F_max = 0.0957 hartree/bohr
Energy relative to the best compared isomer or geometry (same formula, charge and spin) = 228.1 kJ/mol
Energy = -495.48906 Ha

```
23
Properties=species:S:1:pos:R:3:forces:R:3:lowdin_charge:R:1
H 2.56618 1.17879 -1.88261 -0.267 0.026 -0.015 0.05
H -1.29314 -2.85727 0.84839 0.363 0.060 -1.074 0.01
O 2.48804 -1.98854 -1.84546 -0.097 0.138 0.157 -0.11
H -0.89628 1.35160 2.69013 0.015 -0.162 0.377 0.08
H -2.82045 1.49555 0.47803 -0.163 0.032 0.299 -0.02
H -0.31302 -1.49569 -0.72174 1.124 1.795 0.760 0.12
H 2.90704 -2.64795 -1.27606 -0.039 0.021 -0.111 0.03
H -0.24231 1.87439 -0.19659 0.052 0.574 0.612 0.11
N -0.84938 1.99552 1.92638 0.060 0.887 -1.056 0.05
H 1.80959 2.00816 -0.85687 0.073 0.016 0.015 0.03
H -0.29219 2.80288 2.15622 -0.214 0.170 0.112 0.09
H -0.10314 -3.19078 1.55159 0.877 -0.005 -0.715 0.01
H -0.70602 -0.68867 1.45743 0.112 -0.287 0.599 0.06
O -3.70860 1.86937 0.40234 0.238 -0.050 -0.510 -0.08
N 0.27937 -0.57449 -0.45357 -3.306 -3.647 -0.050 0.07
O -0.32374 -2.95479 0.60877 -1.267 -0.458 1.857 -0.23
O 1.69542 1.56849 -1.70768 0.325 0.022 -0.101 -0.08
H 1.13054 -1.04787 -0.12586 0.740 0.451 -0.666 0.07
H -3.82803 1.90749 -0.55628 -0.216 0.022 0.204 0.03
H 0.27333 -0.07974 -1.34842 0.932 0.575 0.666 0.11
C -0.43110 1.37111 0.74811 -0.132 -2.510 1.179 -0.22
H 3.04183 -1.91136 -2.62834 0.096 -0.115 -0.036 0.03
C -0.38394 0.01381 0.73212 0.695 2.444 -2.504 -0.21
```
Positions in Å, forces in eV/Å.

This record from the OMol25 dataset describes C4H7NO2 as an isolated structure. The level of theory is ωB97M-V with the def2-TZVPD basis set.

Spin multiplicity = 1
Gap between HOMO and LUMO = 10.128 eV
HOMO level = -9.549 eV
F_max = 0.0073 hartree/bohr
Energy relative to the best compared isomer or geometry (same formula, charge and spin) = 491.1 kJ/mol
Energy = -361.69380 Ha

```
14
Properties=species:S:1:pos:R:3:forces:R:3:lowdin_charge:R:1
N -1.48239 1.02070 1.79275 0.115 -0.162 -0.320 0.16
C -0.91903 0.03607 -0.44908 -0.182 -0.058 0.034 -0.01
H 0.82949 -1.08601 -1.65728 0.037 0.144 0.101 0.15
H -2.37299 1.21971 1.34356 0.073 -0.010 0.052 0.05
H 0.03410 0.72355 -1.16883 -0.149 0.148 -0.021 0.15
C -0.70975 0.42969 0.98710 -0.131 0.087 0.115 -0.46
H -1.65770 0.66609 -0.96461 0.137 -0.039 0.057 0.13
O 1.33980 0.91972 -1.44215 0.032 0.045 -0.061 -0.09
C 0.92088 -0.22904 -0.96326 0.064 -0.348 0.119 -0.35
H 2.33533 -0.43295 0.62162 -0.119 -0.029 -0.041 0.15
H -1.22157 -1.00514 -0.58616 0.076 0.145 0.046 0.12
H 1.08779 -1.72059 0.60991 0.012 0.136 -0.021 0.13
C 1.27453 -0.64771 0.46672 0.124 -0.123 -0.129 -0.12
O 0.54149 0.10590 1.40971 -0.089 0.063 0.068 -0.01
```
Positions in Å, forces in eV/Å.